{
  "formula": "C33H63BBr2ClNO15Si2",
  "method": "ωB97M-V/def2-TZVPD",
  "species": ["C", "C", "C", "Br", "Si", "O", "Si", "Br", "C", "C", "C", "C", "C", "C", "C", "C", "C", "C", "O", "C", "C", "Cl", "C", "C", "B", "N", "O", "H", "H", "H", "H", "H", "H", "H", "H", "H", "H", "H", "H", "H", "H", "H", "H", "H", "H", "H", "H", "H", "H", "H", "H", "H", "H", "H", "H", "H", "H", "H", "H", "H", "H", "H", "H", "H", "H", "H", "C", "C", "C", "O", "C", "O", "O", "H", "H", "H", "H", "H", "H", "C", "C", "C", "O", "C", "O", "O", "H", "H", "H", "H", "H", "H", "C", "C", "C", "O", "C", "O", "O", "H", "H", "H", "H", "H", "H", "C", "C", "C", "O", "C", "O", "O", "H", "H", "H", "H", "H", "H"],
  "positions_angstrom": [[6.605, 5.487, 0.370], [5.696, 4.933, 1.480], [4.300, 4.476, 1.041], [3.363, 5.834, -0.003], [4.251, 2.786, 0.154], [3.393, 1.644, 1.049], [4.146, 0.638, 2.113], [5.201, -1.027, 0.988], [2.840, -0.199, 3.140], [1.601, -0.638, 2.318], [0.253, -0.268, 2.973], [-0.795, 0.195, 1.942], [-2.248, -0.131, 2.355], [-3.064, 1.105, 2.760], [-3.680, 1.788, 1.524], [-4.933, 1.033, 1.024], [-6.203, 1.877, 0.857], [-6.590, 2.645, 2.106], [-7.721, 3.451, 1.811], [-7.932, 4.447, 2.781], [5.374, 1.476, 3.272], [4.555, 2.805, 4.161], [5.864, 0.432, 4.308], [7.178, 0.861, 4.960], [6.070, 2.129, -0.432], [6.300, 1.778, -1.849], [7.141, 2.015, 0.418], [6.052, 5.941, -0.449], [7.252, 4.697, -0.026], [7.282, 6.232, 0.793], [6.226, 4.120, 1.982], [5.565, 5.715, 2.236], [3.688, 4.349, 1.938], [3.456, 3.000, -1.076], [2.539, 0.520, 3.909], [3.302, -1.050, 3.651], [1.634, -0.237, 1.303], [1.634, -1.726, 2.224], [0.400, 0.505, 3.733], [-0.160, -1.151, 3.470], [-0.582, -0.336, 1.009], [-0.710, 1.272, 1.770], [-2.255, -0.854, 3.174], [-2.782, -0.606, 1.525], [-2.473, 1.805, 3.360], [-3.892, 0.774, 3.399], [-2.919, 1.740, 0.737], [-3.881, 2.838, 1.736], [-4.677, 0.566, 0.070], [-5.162, 0.202, 1.699], [-6.105, 2.547, -0.002], [-7.031, 1.197, 0.633], [-5.778, 3.295, 2.456], [-6.823, 1.952, 2.926], [-8.975, 4.760, 2.730], [-7.295, 5.323, 2.608], [-7.745, 4.070, 3.794], [6.263, 1.871, 2.780], [6.026, -0.525, 3.801], [5.076, 0.282, 5.048], [7.916, 1.083, 4.183], [7.592, 0.047, 5.557], [7.059, 1.759, 5.566], [6.343, 2.637, -2.391], [5.533, 1.233, -2.228], [7.706, 1.297, 0.130], [2.744, -4.751, -2.917], [2.252, -3.369, -2.580], [2.627, -2.877, -1.201], [1.544, -1.984, -0.892], [0.461, -2.394, -1.593], [-0.645, -1.987, -1.422], [0.808, -3.321, -2.509], [2.280, -5.491, -2.262], [2.496, -5.012, -3.937], [3.828, -4.803, -2.801], [2.568, -2.655, -3.346], [3.572, -2.342, -1.175], [2.643, -3.680, -0.460], [2.458, 0.222, -7.737], [2.185, -1.256, -7.840], [0.790, -1.682, -7.438], [1.007, -3.015, -6.954], [2.280, -3.091, -6.518], [2.723, -3.993, -5.880], [2.983, -2.002, -6.897], [2.399, 0.549, -6.698], [3.457, 0.457, -8.101], [1.734, 0.783, -8.328], [2.429, -1.624, -8.840], [0.081, -1.692, -8.261], [0.391, -1.076, -6.621], [-5.315, -5.578, 3.886], [-5.223, -4.247, 3.184], [-3.989, -3.433, 3.508], [-4.458, -2.091, 3.340], [-5.794, -2.089, 3.565], [-6.453, -1.110, 3.693], [-6.267, -3.356, 3.620], [-5.404, -5.434, 4.963], [-6.194, -6.129, 3.554], [-4.431, -6.179, 3.676], [-5.328, -4.373, 2.103], [-3.153, -3.623, 2.839], [-3.663, -3.562, 4.544], [-5.239, -1.026, -2.490], [-4.341, -1.208, -3.683], [-3.401, -0.052, -3.945], [-3.225, -0.120, -5.365], [-4.328, -0.707, -5.893], [-4.582, -0.744, -7.051], [-5.092, -1.241, -4.913], [-5.929, -0.196, -2.646], [-5.839, -1.917, -2.311], [-4.637, -0.828, -1.603], [-3.785, -2.146, -3.609], [-2.444, -0.151, -3.439], [-3.850, 0.912, -3.694]],
  "atomic_forces_ev_per_a": [[0.3, -0.4, 0.2], [0.0, 0.9, -0.1], [0.2, -0.7, 0.4], [0.0, 0.0, 0.0], [-0.7, 0.6, -0.5], [1.1, 0.2, 0.2], [-1.1, -0.2, 0.4], [0.1, 0.3, 0.0], [0.0, 0.0, -0.3], [0.1, -0.1, 0.4], [-0.2, 0.1, -0.4], [-0.2, -0.6, 0.1], [0.0, 0.4, 0.1], [-0.5, -0.2, 0.1], [0.4, -0.4, 0.1], [0.1, 0.0, 0.0], [0.0, -0.3, 0.0], [0.1, 0.2, -0.1], [0.0, -0.1, 0.0], [-0.2, 0.0, 0.2], [0.5, -0.8, 0.2], [0.0, 0.1, -0.2], [0.2, 0.3, -0.2], [0.0, -0.1, -0.2], [0.6, -0.3, -0.3], [-0.1, -0.2, 0.5], [-0.8, 0.0, 0.5], [0.0, 0.1, 0.1], [-0.2, 0.0, -0.1], [-0.1, 0.0, -0.1], [-0.2, -0.1, 0.0], [0.0, -0.1, 0.0], [0.0, 0.1, -0.1], [0.0, -0.2, 0.0], [0.1, 0.0, 0.0], [-0.1, 0.1, 0.1], [0.0, 0.1, 0.1], [0.0, 0.1, -0.2], [0.0, -0.1, 0.0], [0.2, 0.1, 0.2], [0.0, 0.2, 0.0], [0.2, -0.1, -0.2], [0.1, 0.0, 0.0], [0.1, -0.1, 0.1], [0.1, -0.1, -0.1], [0.1, 0.1, 0.1], [-0.1, 0.4, 0.0], [-0.1, 0.0, -0.1], [-0.2, 0.1, 0.0], [0.1, 0.1, 0.1], [0.0, 0.2, 0.2], [0.0, 0.1, -0.1], [0.0, -0.1, -0.1], [0.0, 0.0, 0.0], [0.0, 0.0, -0.1], [0.1, -0.1, 0.0], [0.0, 0.0, 0.0], [-0.2, 0.2, -0.1], [0.0, 0.0, 0.0], [0.1, -0.1, 0.0], [0.0, 0.0, 0.0], [-0.1, 0.1, 0.2], [0.0, -0.1, 0.1], [0.2, -0.1, -0.2], [-0.1, 0.2, -0.2], [0.6, 0.1, -0.4], [-0.3, -0.3, 0.1], [0.2, -0.3, 0.0], [0.0, 0.1, 0.0], [0.0, -0.1, 0.1], [0.1, 0.0, -0.1], [-0.1, 0.1, 0.0], [0.0, 0.1, 0.0], [0.1, 0.1, 0.1], [0.0, 0.0, -0.1], [0.0, 0.0, 0.0], [0.0, 0.0, 0.0], [-0.1, 0.1, 0.0], [0.0, 0.0, 0.0], [0.2, 0.0, 0.1], [-0.1, 0.3, 0.0], [-0.1, 0.0, -0.1], [0.0, 0.1, 0.0], [0.0, 0.0, 0.0], [0.1, 0.0, -0.1], [0.0, 0.0, -0.1], [-0.1, 0.0, 0.0], [0.0, 0.0, 0.0], [0.0, 0.0, 0.0], [0.0, -0.1, 0.0], [0.0, -0.1, 0.0], [0.0, 0.1, 0.0], [-0.3, 0.0, 0.1], [0.1, -0.2, 0.1], [0.1, 0.0, -0.1], [-0.1, -0.1, 0.1], [0.0, -0.1, 0.0], [0.0, 0.1, 0.0], [0.0, 0.0, -0.1], [0.1, 0.0, 0.0], [0.0, 0.0, 0.0], [0.0, 0.0, 0.0], [0.0, 0.1, 0.0], [0.0, 0.1, -0.1], [0.0, -0.1, 0.0], [-0.3, -0.1, -0.1], [0.0, 0.1, 0.2], [0.2, 0.0, 0.0], [0.0, 0.1, 0.0], [0.0, 0.0, 0.1], [0.0, 0.0, -0.1], [0.1, 0.0, 0.0], [0.1, 0.1, 0.0], [0.1, 0.0, 0.0], [0.0, 0.0, 0.0], [0.0, 0.0, 0.0], [0.0, -0.1, -0.1], [-0.1, 0.0, 0.0]],
  "lowdin_charge": [-0.118, -0.353, -0.797, 0.661, 0.570, -0.337, 0.082, 0.490, -0.262, -0.243, -0.192, -0.187, -0.207, -0.203, -0.191, -0.193, -0.169, -0.244, -0.188, -0.127, -0.732, 0.649, -0.349, -0.105, -0.696, 0.105, 0.071, 0.034, 0.061, 0.076, 0.081, 0.105, 0.023, 0.000, 0.071, 0.079, 0.080, 0.107, 0.107, 0.102, 0.096, 0.114, 0.087, 0.105, 0.110, 0.102, 0.105, 0.096, 0.080, 0.092, 0.118, 0.117, 0.112, 0.132, 0.084, 0.086, 0.086, 0.054, 0.076, 0.098, 0.077, 0.074, 0.069, 0.073, 0.058, 0.101, -0.021, -0.317, -0.102, 0.048, -0.570, 0.144, 0.093, 0.094, 0.059, 0.098, 0.153, 0.091, 0.141, -0.022, -0.325, -0.083, 0.075, -0.558, 0.148, 0.086, 0.092, 0.086, 0.093, 0.159, 0.142, 0.140, -0.022, -0.325, -0.092, 0.034, -0.560, 0.165, 0.089, 0.093, 0.087, 0.091, 0.159, 0.140, 0.142, -0.018, -0.322, -0.090, 0.055, -0.570, 0.162, 0.086, 0.096, 0.088, 0.072, 0.160, 0.134, 0.140],
  "multiplicity": 1,
  "gap_ev": 9.32,
  "fmax_ev_per_a": 1.2,
  "lumo_ev": 0.068,
  "total_energy_ha": -8690.9260
}